{
  "formula": "C13H20BrClNO6",
  "method": "ωB97M-V with the def2-TZVPD basis set",
  "symbols": ["C", "C", "C", "Br", "N", "C", "Cl", "C", "O", "O", "H", "H", "H", "H", "H", "H", "H", "H", "O", "C", "O", "C", "C", "C", "H", "H", "H", "H", "H", "H", "O", "C", "O", "C", "C", "C", "H", "H", "H", "H", "H", "H"],
  "xyz": [[-1.568, 3.188, -4.118], [-1.473, 3.125, -2.458], [-0.664, 1.749, -1.958], [-1.391, 0.999, -0.232], [0.840, 1.895, -1.991], [1.422, 2.341, -0.668], [2.162, 0.920, 0.335], [2.740, 3.298, -1.053], [3.790, 2.752, -1.727], [2.833, 4.718, -0.641], [-2.637, 2.841, -4.521], [-0.786, 2.479, -4.637], [-1.467, 4.316, -4.416], [-2.594, 2.971, -2.094], [-1.050, 4.104, -1.976], [-0.934, 0.936, -2.790], [1.319, 1.035, -2.358], [0.725, 3.027, -0.023], [0.047, -1.293, -2.023], [0.195, -2.373, -1.476], [-0.111, -3.574, -2.048], [0.084, -4.613, -1.090], [1.042, -4.043, -0.076], [0.690, -2.577, -0.076], [-0.885, -4.868, -0.649], [0.493, -5.499, -1.584], [0.958, -4.513, 0.907], [2.073, -4.173, -0.426], [-0.118, -2.352, 0.625], [1.564, -1.955, 0.127], [0.195, -2.575, 2.512], [-0.099, -1.503, 3.016], [0.282, -0.289, 2.520], [-0.143, 0.737, 3.416], [-1.273, 0.132, 4.207], [-0.883, -1.323, 4.281], [0.704, 1.019, 4.050], [-0.467, 1.613, 2.846], [-1.411, 0.598, 5.186], [-2.212, 0.232, 3.649], [-0.232, -1.527, 5.136], [-1.760, -1.974, 4.297]],
  "atomic_forces_ev_per_a": [[-0.4, 0.1, 0.3], [-1.1, -1.1, 0.3], [0.6, 0.1, -3.3], [-0.1, 0.4, -0.5], [-1.7, -0.4, 2.3], [1.8, 2.3, -1.5], [-0.9, 1.1, -0.7], [5.6, 3.7, -0.9], [-5.8, 1.8, 3.2], [-1.8, -7.4, -1.6], [2.3, 0.7, 1.1], [-1.3, 1.8, 1.1], [0.1, -2.3, 0.3], [2.4, 0.5, -0.5], [-0.6, -2.0, -1.0], [0.5, 1.6, 2.1], [-0.7, 1.2, 0.8], [1.1, -1.8, -1.3], [0.1, -2.1, 0.1], [-0.1, 2.1, -0.4], [-0.1, 0.5, -0.4], [0.0, -0.6, 0.0], [0.5, -0.4, 0.6], [0.3, -0.1, -0.5], [0.0, 0.0, 0.0], [-0.2, 0.2, -0.2], [0.0, 0.1, -0.1], [-0.1, 0.0, 0.0], [0.3, 0.1, -0.6], [-0.5, 0.2, 0.0], [-0.3, 1.5, 1.2], [0.8, -1.0, -0.6], [-0.3, -1.5, 0.2], [0.1, 0.9, 0.0], [-0.7, 0.3, 0.5], [-0.6, 0.1, 0.2], [0.0, 0.0, -0.1], [0.3, -0.2, -0.1], [0.0, 0.0, -0.2], [0.1, 0.0, 0.1], [0.0, -0.2, -0.1], [0.4, -0.2, 0.1]],
  "lumo_ev": 2.34,
  "homo_energy_ev": -4.068,
  "charge": -1,
  "homo_lumo_gap_ev": 6.408
}